{
  "formula": "C20H23N3O3Pd",
  "method": "the ωB97M-V functional and the def2-TZVPD basis",
  "e_lumo_ha": [-0.21724, -0.31057],
  "total_charge": 2,
  "gap_ev": [8.620, 6.390],
  "total_energy_ev": -35189.1790,
  "fmax_ev_per_a": 0.61,
  "spin_multiplicity": 5,
  "elements": ["Pd", "O", "C", "C", "C", "C", "C", "C", "C", "N", "C", "C", "N", "C", "C", "C", "C", "C", "C", "C", "O", "H", "H", "H", "H", "H", "H", "H", "H", "H", "H", "H", "H", "H", "H", "C", "N", "C", "C", "C", "O", "H", "H", "H", "H", "H", "H", "H", "H", "H"],
  "xyz": [[-0.4019, -0.2406, -0.1201], [-0.2373, -0.8576, 2.0219], [-1.2071, -1.1685, 2.7558], [-0.9785, -1.1795, 4.1834], [-1.9661, -1.4979, 5.0734], [-3.2344, -1.8463, 4.6008], [-3.4946, -1.8741, 3.2216], [-2.5417, -1.5400, 2.2838], [-2.9489, -1.6547, 0.8899], [-2.2656, -1.3146, -0.1301], [-2.8091, -1.5118, -1.4840], [-1.7221, -1.2139, -2.5294], [-1.0823, 0.0248, -2.1263], [-1.0733, 1.0777, -2.8324], [-0.6779, 2.3864, -2.3234], [-0.5185, 3.4131, -3.2261], [-0.2561, 4.7285, -2.8177], [-0.1974, 5.0500, -1.4568], [-0.3836, 4.0711, -0.5221], [-0.6036, 2.6961, -0.8990], [-0.7363, 1.8652, 0.0409], [0.0186, -0.9076, 4.5029], [-1.7697, -1.4857, 6.1364], [-4.0240, -2.1069, 5.2918], [-4.4829, -2.1727, 2.8948], [-3.9377, -2.0986, 0.7458], [-3.1688, -2.5352, -1.5998], [-3.6505, -0.8290, -1.6245], [-0.9706, -2.0068, -2.5324], [-2.1647, -1.1455, -3.5257], [-1.4301, 1.0510, -3.8649], [-0.6051, 3.2087, -4.2860], [-0.1209, 5.4967, -3.5662], [-0.0128, 6.0702, -1.1502], [-0.3514, 4.2732, 0.5400], [5.0715, -1.4705, -0.0918], [3.9509, -0.5540, -0.2911], [4.2203, 0.8403, -0.6353], [2.6910, -0.9336, -0.1488], [2.3918, -2.3501, 0.2478], [1.7680, -0.1064, -0.3599], [5.9513, -1.0529, -0.5715], [4.8693, -2.4360, -0.5497], [5.2851, -1.6089, 0.9689], [5.2880, 1.0206, -0.5665], [3.6995, 1.5033, 0.0529], [3.8833, 1.0533, -1.6496], [3.0010, -2.6721, 1.0907], [2.5944, -3.0256, -0.5852], [1.3418, -2.4325, 0.5231]]
}



{
  "formula": "C20H23N3O6S2",
  "method": "the ωB97M-V functional and the def2-TZVPD basis",
  "e_lumo_ha": -0.02186,
  "smiles": "NS(=O)(=O)c1ccc(CNC(=O)/C=C/c2ccc(S(=O)(=O)N3CCOCC3)cc2)cc1",
  "total_charge": 0,
  "gap_ev": 8.498,
  "total_energy_ev": -59538.1943,
  "fmax_ev_per_a": 1.07,
  "elements": ["N", "S", "O", "O", "C", "C", "C", "C", "C", "N", "C", "O", "C", "C", "C", "C", "C", "C", "S", "O", "O", "N", "C", "C", "O", "C", "C", "C", "C", "C", "C", "H", "H", "H", "H", "H", "H", "H", "H", "H", "H", "H", "H", "H", "H", "H", "H", "H", "H", "H", "H", "H", "H", "H"],
  "xyz": [[-8.4658, -2.8031, -1.1178], [-8.9252, -1.7936, 0.1554], [-8.7791, -2.5289, 1.3768], [-10.1946, -1.2186, -0.1799], [-7.6570, -0.5490, 0.0476], [-6.4821, -0.7168, 0.7526], [-5.4868, 0.2371, 0.6404], [-5.6677, 1.3490, -0.1778], [-4.5735, 2.3788, -0.2916], [-3.2770, 1.7790, -0.5052], [-2.2918, 1.8376, 0.4294], [-2.4242, 2.4418, 1.4766], [-1.0532, 1.1231, 0.0507], [-0.0108, 1.1168, 0.8879], [1.2765, 0.4739, 0.6985], [1.6502, -0.1327, -0.5044], [2.8870, -0.7362, -0.6321], [3.7588, -0.7386, 0.4402], [5.3703, -1.4997, 0.2938], [5.4609, -2.1291, -0.9959], [5.6274, -2.2921, 1.4589], [6.3293, -0.1226, 0.3986], [7.5953, -0.2766, 1.0910], [8.6555, -0.8566, 0.1525], [8.7900, -0.0624, -1.0063], [7.5740, 0.0066, -1.7193], [6.4607, 0.6021, -0.8503], [3.4163, -0.1447, 1.6404], [2.1814, 0.4604, 1.7668], [-6.8603, 1.4987, -0.8766], [-7.8612, 0.5489, -0.7619], [-9.1856, -2.8613, -1.8199], [-8.2046, -3.7181, -0.7875], [-6.3744, -1.5803, 1.3889], [-4.5662, 0.1317, 1.1949], [-4.4891, 2.9376, 0.6477], [-4.7961, 3.0812, -1.1015], [-3.1539, 1.2216, -1.3350], [-1.0430, 0.6204, -0.9049], [-0.1448, 1.6441, 1.8253], [0.9740, -0.1280, -1.3446], [3.1915, -1.2176, -1.5485], [7.4228, -0.9428, 1.9353], [7.9045, 0.7108, 1.4483], [9.6371, -0.8689, 0.6288], [8.3634, -1.8811, -0.1238], [7.7670, 0.6372, -2.5888], [7.2690, -0.9970, -2.0460], [5.5035, 0.5502, -1.3696], [6.6889, 1.6453, -0.6085], [4.1212, -0.1743, 2.4554], [1.9012, 0.9256, 2.7002], [-7.0080, 2.3642, -1.5057], [-8.8017, 0.6470, -1.2796]]
}



{
  "formula": "C20H23NO6S",
  "method": "the ωB97M-V functional and the def2-TZVPD basis",
  "e_lumo_ha": 0.00095,
  "smiles": "COc1ccc(CN(C(=O)/C=C/c2ccco2)[C@@H]2CCS(=O)(=O)C2)cc1OC",
  "de_lowest_ev": 20.040,
  "total_charge": 0,
  "gap_ev": 6.984,
  "total_energy_ev": -45703.4943,
  "fmax_ev_per_a": 18.06,
  "elements": ["C", "O", "C", "C", "C", "C", "C", "N", "C", "O", "C", "C", "C", "C", "C", "C", "O", "C", "C", "C", "S", "O", "O", "C", "C", "C", "O", "C", "H", "H", "H", "H", "H", "H", "H", "H", "H", "H", "H", "H", "H", "H", "H", "H", "H", "H", "H", "H", "H", "H", "H"],
  "xyz": [[-3.8686, -4.3960, 1.5025], [-4.1303, -3.0652, 0.8445], [-3.2639, -2.4156, 0.2802], [-1.9463, -2.8718, 0.1126], [-1.1146, -1.9185, -0.2778], [-1.5751, -0.7712, -0.7241], [-0.5976, 0.2885, -1.4191], [0.7481, 0.3262, -0.7473], [1.7358, -0.3463, -1.0969], [1.8425, -0.8601, -2.2557], [2.9204, -0.2735, -0.1639], [4.1174, -0.6006, -0.8681], [5.2478, -0.6294, 0.1454], [5.6163, -0.5310, 1.3983], [6.9419, -0.8100, 1.6725], [7.4954, -0.8824, -0.0014], [6.6069, -0.9496, -0.6794], [0.8110, 1.5105, 0.0643], [0.0066, 1.3504, 1.6228], [-1.3591, 1.6406, 1.4664], [-1.3238, 3.2530, 0.3880], [-2.3082, 2.8907, -0.8719], [-1.4554, 4.2761, 1.3924], [0.3727, 2.9301, -0.2744], [-2.8645, -0.3032, -0.9830], [-3.8166, -1.1448, -0.3631], [-5.0579, -0.9674, -0.1824], [-5.6516, 0.4657, -0.7254], [-4.6900, -4.8540, 1.7758], [-3.6011, -4.9855, 0.7139], [-3.1978, -4.2297, 2.2080], [-1.5841, -3.5248, 0.5875], [0.1160, -2.2500, -0.3218], [-0.0829, -0.1420, -2.5372], [-0.9408, 1.1706, -1.6428], [2.8087, -0.1062, 0.7318], [4.3071, -0.7658, -1.7746], [4.8308, -0.4972, 2.2316], [7.5953, -0.7089, 2.3834], [8.5006, -1.4334, -0.1168], [1.8092, 1.6861, 0.3237], [0.3221, 0.0861, 1.9203], [0.4662, 1.8802, 2.5515], [-2.0503, 0.7844, 1.0192], [-1.8051, 1.7588, 2.4314], [0.8756, 3.5776, 0.1354], [0.3061, 2.9272, -1.3703], [-3.1701, 0.5946, -1.4228], [-5.2377, 1.2516, -0.4018], [-6.6388, 0.0844, -0.6465], [-5.4153, 0.3736, -1.7902]]
}



{
  "formula": "C20H23PPbSe2",
  "method": "the ωB97M-V functional and the def2-TZVPD basis",
  "e_lumo_ha": [0.00169, 0.00574],
  "de_lowest_ev": 0.000,
  "total_charge": 0,
  "gap_ev": [7.201, 5.689],
  "total_energy_ev": -166340.3448,
  "fmax_ev_per_a": 2.43,
  "elements": ["C", "C", "C", "H", "C", "H", "H", "H", "C", "H", "H", "C", "H", "H", "C", "H", "H", "C", "H", "H", "Pb", "H", "Se", "P", "Se", "C", "C", "C", "C", "C", "C", "C", "C", "C", "C", "C", "C", "H", "H", "H", "H", "H", "H", "H", "H", "H", "H"],
  "xyz": [[2.6480, -2.3208, -1.9590], [1.6960, -3.2152, 0.8859], [4.0391, -2.6620, -1.5755], [2.7090, -2.2349, -3.0635], [2.6309, -2.3790, 1.3486], [0.7273, -3.2351, 1.4052], [4.7929, -2.5078, -2.3509], [2.3513, -1.7066, 2.1713], [4.5231, -3.0906, -0.2790], [5.6234, -2.9826, -0.3344], [4.3420, -4.1550, -0.0631], [1.6174, -3.4455, -1.6689], [1.7388, -4.2166, -2.4445], [0.5953, -3.0501, -1.7866], [1.7452, -4.1347, -0.2993], [2.6284, -4.7847, -0.2926], [0.8717, -4.8008, -0.2032], [4.0646, -2.2459, 0.9526], [4.7012, -2.5360, 1.8061], [4.2922, -1.1835, 0.7656], [0.1135, 0.3734, -2.2205], [2.1135, -1.2729, -1.6846], [0.1707, 0.2138, 0.5016], [-1.7549, 1.1282, -0.0387], [-2.4509, -0.2485, -1.6176], [-2.8992, 1.2682, 1.3657], [-3.5628, 2.4775, 1.6433], [-4.4899, 2.5216, 2.6893], [-4.7503, 1.3785, 3.4529], [-4.0685, 0.1839, 3.1886], [-3.1419, 0.1249, 2.1459], [-1.5051, 2.7920, -0.7388], [-0.3876, 3.5402, -0.3440], [-0.0988, 4.7371, -1.0008], [-0.9296, 5.1892, -2.0301], [-2.0527, 4.4474, -2.4099], [-2.3497, 3.2461, -1.7631], [-3.3564, 3.3665, 1.0434], [-5.0137, 3.4542, 2.9011], [-5.4893, 1.4157, 4.2549], [-4.2637, -0.7030, 3.7914], [-2.5977, -0.7961, 1.9226], [0.2631, 3.1597, 0.4507], [0.7768, 5.3162, -0.7031], [-0.6988, 6.1262, -2.5399], [-2.7033, 4.8060, -3.2087], [-3.2107, 2.6413, -2.0663]]
}



{
  "formula": "C20H24BiINOP2",
  "method": "the ωB97M-V functional and the def2-TZVPD basis",
  "e_lumo_ha": -0.22514,
  "de_lowest_ev": 0.000,
  "total_charge": 1,
  "gap_ev": 4.270,
  "total_energy_ev": -57175.7949,
  "fmax_ev_per_a": 5.14,
  "elements": ["C", "C", "C", "C", "C", "C", "C", "C", "C", "C", "C", "C", "C", "H", "H", "H", "H", "H", "H", "H", "N", "Bi", "C", "H", "H", "C", "H", "H", "P", "P", "C", "H", "H", "H", "C", "H", "H", "H", "C", "H", "H", "H", "C", "H", "H", "H", "C", "O", "H", "I"],
  "xyz": [[2.4528, -3.1830, 0.3033], [1.7850, -2.1092, -0.2712], [0.3648, -2.1035, -0.1587], [-0.2791, -2.7771, 0.9472], [0.5541, -3.5792, 1.7826], [1.8250, -3.9089, 1.3540], [-1.6627, -2.6268, 1.0326], [-2.3756, -1.7326, 0.2250], [-1.6151, -1.1433, -0.8759], [-2.2236, -0.1574, -1.6982], [-3.6220, -0.0875, -1.7294], [-4.3776, -0.6678, -0.6691], [-3.7333, -1.3417, 0.3679], [3.5041, -3.4069, 0.0596], [0.1579, -3.9549, 2.7337], [2.3940, -4.6687, 1.9012], [-2.2207, -3.1256, 1.8843], [-4.1378, 0.5270, -2.4887], [-5.4652, -0.4653, -0.5908], [-4.2971, -1.6315, 1.2765], [-0.3386, -1.5034, -1.1221], [0.0201, 1.0836, 3.1817], [2.4509, -0.8913, -0.8682], [1.9495, -0.6579, -1.8037], [3.5106, -1.0791, -1.0197], [-1.3054, 0.8998, -2.3102], [-0.4849, 0.3471, -2.7666], [-1.8786, 1.4861, -3.0244], [2.1605, 0.4665, 0.3552], [-0.6638, 1.8780, -0.9417], [-2.1236, 2.9682, -0.6264], [-1.8742, 3.7515, 0.1192], [-2.4897, 3.4311, -1.5654], [-2.9292, 2.3467, -0.1766], [0.4386, 3.0227, -1.8489], [-0.1541, 3.7019, -2.4907], [1.0248, 3.6247, -1.1353], [1.1232, 2.4094, -2.4689], [3.1614, -0.1891, 1.7541], [4.2013, -0.3481, 1.4244], [3.1503, 0.5198, 2.6035], [2.7379, -1.1459, 2.1065], [3.3532, 1.7019, -0.2995], [3.2087, 2.6443, 0.2508], [4.3907, 1.3548, -0.1500], [3.1588, 1.8712, -1.3728], [0.5911, 2.6952, 1.4331], [0.4055, 3.8215, 1.2220], [-1.1830, -0.1476, 3.5582], [-2.6399, 2.0803, 2.5964]]
}



{
  "formula": "C20H24CaN2O4",
  "method": "the ωB97M-V functional and the def2-TZVPD basis",
  "e_lumo_ha": -0.04299,
  "total_charge": 0,
  "gap_ev": 6.349,
  "total_energy_ev": -50741.4960,
  "fmax_ev_per_a": 2.89,
  "elements": ["Ca", "O", "C", "O", "C", "O", "O", "C", "C", "C", "C", "C", "C", "C", "N", "C", "C", "C", "C", "C", "C", "C", "N", "C", "C", "C", "C", "H", "H", "H", "H", "H", "H", "H", "H", "H", "H", "H", "H", "H", "H", "H", "H", "H", "H", "H", "H", "H", "H", "H", "H"],
  "xyz": [[-0.0430, -0.0431, 0.0000], [3.5508, 1.5613, 0.0000], [2.3819, 1.2542, 0.0000], [1.9033, 0.0661, 0.0000], [1.2538, 2.3816, 0.0000], [1.5614, 3.5509, 0.0000], [0.0664, 1.9031, 0.0000], [-6.7320, -2.2181, -1.2555], [-6.4622, -1.3728, 0.0003], [-6.7319, -2.2180, 1.2561], [-7.3986, -0.1646, 0.0003], [-5.0032, -0.9624, 0.0002], [-4.5452, 0.3581, 0.0001], [-3.1792, 0.5962, 0.0000], [-2.2656, -0.3622, 0.0000], [-2.6745, -1.6429, 0.0000], [-4.0340, -1.9525, 0.0001], [-1.6430, -2.6746, 0.0000], [-1.9527, -4.0340, -0.0002], [-0.9626, -5.0034, -0.0002], [0.3579, -4.5454, -0.0001], [0.5961, -3.1795, 0.0000], [-0.3622, -2.2658, 0.0000], [-1.3731, -6.4623, -0.0003], [-0.1651, -7.3988, -0.0002], [-2.2184, -6.7320, -1.2561], [-2.2185, -6.7321, 1.2555], [-7.7759, -2.5228, -1.2867], [-6.1216, -3.1188, -1.2734], [-6.5142, -1.6433, -2.1534], [-7.7758, -2.5227, 1.2873], [-6.5141, -1.6432, 2.1540], [-6.1215, -3.1188, 1.2740], [-8.4322, -0.4993, 0.0003], [-7.2401, 0.4434, -0.8863], [-7.2401, 0.4434, 0.8868], [-5.2205, 1.1975, 0.0001], [-2.7860, 1.6068, 0.0000], [-4.3414, -2.9819, 0.0002], [-2.9821, -4.3413, -0.0002], [1.1973, -5.2209, -0.0001], [1.6068, -2.7864, 0.0000], [0.4430, -7.2404, -0.8867], [-0.4999, -8.4324, -0.0003], [0.4429, -7.2404, 0.8864], [-1.6435, -6.5142, -2.1540], [-3.1191, -6.1214, -1.2740], [-2.5232, -7.7758, -1.2873], [-1.6437, -6.5143, 2.1534], [-2.5233, -7.7759, 1.2866], [-3.1192, -6.1215, 1.2733]]
}